1.
109
Properties=species:S:1:pos:R:3 method="wB97M-V/def2-TZVPD" multiplicity=5 total_charge=+4 s_squared=6.02 gap_ev="8.6 / 5.6" e_homo_ev="-17.71 / -17.97" mol_weight_g_mol=1132.1 energy_ha=-6277.756375 e_above_lowest_kcal_mol=5.4
Pt -0.74744 0.43951 -1.08243
N 0.91738 -1.23472 0.95346
S 2.07353 -2.35267 1.09934
N 2.70035 -2.23505 2.52620
S 2.16222 -2.02747 4.01204
N 1.58776 -0.64629 4.40703
S 0.19256 0.07606 3.91107
N 0.66153 -0.46654 -0.00647
C -1.05662 -0.55066 5.01936
C -2.35454 -0.58589 4.52360
C -3.37153 -1.05756 5.34003
C -3.07810 -1.50110 6.62307
C -1.77161 -1.47396 7.09924
C -0.74569 -1.00497 6.29420
C 0.51765 1.73300 4.46921
C 0.97957 2.59881 3.48213
C 1.27268 3.90981 3.81943
C 1.08602 4.34322 5.12720
C 0.61317 3.46879 6.09855
C 0.31519 2.15359 5.77608
C 1.03808 -3.34090 4.41164
C 1.38641 -4.27382 5.37806
C 0.47947 -5.27886 5.68337
C -0.74388 -5.33537 5.03032
C -1.07520 -4.38910 4.06402
C -0.18282 -3.38123 3.74626
C 3.60920 -2.17749 4.98199
C 4.62629 -3.01986 4.54374
C 5.73402 -3.18153 5.35552
C 5.80603 -2.51908 6.57657
C 4.77803 -1.67950 6.99352
C 3.66172 -1.50027 6.19607
C 1.42891 -3.99338 0.93139
C 0.21039 -4.18214 0.29292
C -0.25324 -5.47818 0.13798
C 0.49770 -6.54777 0.61326
C 1.70843 -6.33149 1.26666
C 2.19251 -5.04490 1.42967
C 3.43391 -2.09598 0.01839
C 3.95021 -0.80558 -0.04904
C 5.00797 -0.57788 -0.90829
C 5.52641 -1.62398 -1.66980
C 4.98044 -2.89943 -1.59461
C 3.90846 -3.15097 -0.75328
H -2.55474 -0.23799 3.51526
H -4.38980 -1.08493 4.97579
H -3.87139 -1.87565 7.25670
H -1.54984 -1.80995 8.10347
H 0.27673 -0.98942 6.64879
H 1.09899 2.24233 2.46430
H 1.64760 4.59097 3.06690
H 1.30202 5.37078 5.38966
H 0.47705 3.80867 7.11657
H -0.06545 1.48344 6.53374
H 2.34113 -4.22125 5.88663
H 0.73206 -6.01593 6.43382
H -1.44787 -6.11962 5.27710
H -2.03162 -4.43535 3.55941
H -0.43078 -2.63795 2.99541
H 4.55652 -3.52024 3.58739
H 6.54276 -3.82535 5.03818
H 6.67351 -2.65638 7.20895
H 4.84899 -1.16515 7.94194
H 2.86112 -0.83917 6.49509
H -0.35476 -3.33454 -0.07510
H -1.19853 -5.65716 -0.35740
H 0.14245 -7.55973 0.46850
H 2.28119 -7.16862 1.64341
H 3.14405 -4.86556 1.91377
H 3.53930 -0.01166 0.56354
H 5.43204 0.41392 -0.98680
H 6.36463 -1.43987 -2.32894
H 5.38417 -3.70312 -2.19574
H 3.46318 -4.13556 -0.70123
C -0.63882 2.29924 -6.41776
C -0.29562 1.13309 -5.53962
C -0.11640 -0.15080 -6.05153
C 0.21182 -1.19603 -5.20783
C 0.31164 -0.93692 -3.85404
Br 0.76469 -2.36360 -2.70054
N 0.10062 0.26534 -3.32475
C -0.16905 1.27799 -4.16956
H -0.01094 2.31674 -7.30749
H -0.52725 3.24795 -5.89565
H -1.67151 2.21353 -6.76264
H -0.22420 -0.33197 -7.11474
H 0.38255 -2.19347 -5.58671
H -0.27001 2.25919 -3.72437
C -2.42665 3.42348 2.23172
C -1.77573 2.96020 0.96311
O -1.33294 1.79624 0.85177
N -1.71278 3.85676 -0.02886
C -1.24555 3.52550 -1.36283
C -2.31787 2.77323 -2.12186
C -3.28774 3.45159 -2.83494
C -4.28756 2.74140 -3.48666
C -4.30046 1.35858 -3.37894
C -3.31112 0.74028 -2.64586
N -2.33174 1.42558 -2.03159
H -2.21949 2.72727 3.03937
H -3.50763 3.46506 2.08160
H -2.08313 4.41998 2.50820
H -2.11079 4.77113 0.12342
H -0.34587 2.91509 -1.26752
H -0.97665 4.44394 -1.87805
H -3.26065 4.53294 -2.88877
H -5.04037 3.26255 -4.06395
H -5.06646 0.76572 -3.85929
H -3.29701 -0.33609 -2.53596

***

2.
112
Properties=species:S:1:pos:R:3 method="wB97M-V/def2-TZVPD" total_charge=+3 gap_ev="4.8 / 4.9" e_homo_ev="-14.21 / -14.21" mol_weight_g_mol=1131.0 energy_ha=-3798.910197
Ce -0.83438 1.35814 0.20196
C -1.13755 -2.97285 -3.56614
N -1.74675 -1.91991 -2.77100
C -1.13821 -0.70581 -2.37624
N -2.06198 0.20159 -1.95675
C -3.31868 -0.33263 -2.27198
C -3.14330 -1.64633 -2.76610
C -4.12559 -2.65558 -3.10885
C -3.92492 -4.04469 -2.89950
C -4.91376 -4.96419 -3.09907
C -6.22073 -4.57850 -3.39572
C -6.43050 -3.24283 -3.74542
C -5.37576 -2.32425 -3.64334
C -4.48903 0.44810 -1.97737
C -5.66647 -0.12082 -1.38893
C -6.76266 0.66471 -1.03044
C -6.72073 2.04838 -1.29148
C -5.62429 2.63761 -1.85370
C -4.54676 1.84040 -2.24140
P 0.61634 -0.64844 -1.94463
C 1.64155 0.82524 -1.71054
N 1.35109 1.75638 -0.76633
C 2.56655 2.47062 -0.52419
C 3.50661 2.01414 -1.40672
N 2.93332 0.98803 -2.17581
C 3.67322 0.09069 -3.03747
C 4.88276 2.49477 -1.57048
C 5.78566 2.43638 -0.48767
C 7.01571 3.05843 -0.56573
C 7.35695 3.80884 -1.68023
C 6.58727 3.62039 -2.81721
C 5.32815 3.05498 -2.78376
C 2.66429 3.59655 0.43611
C 3.07608 3.43653 1.76072
C 3.01772 4.48600 2.67998
C 2.63809 5.79456 2.27660
C 2.35983 6.00482 0.94044
C 2.34072 4.89712 0.04197
C 0.73812 -1.61954 -0.39049
N 0.29287 -1.10006 0.77035
C 0.60452 -2.07892 1.76765
C 1.44450 -3.02752 1.22111
N 1.56516 -2.72678 -0.17586
C 1.89994 -3.66273 -1.27437
C 2.22892 -4.06673 1.84893
C 2.75412 -3.91160 3.16797
C 3.42116 -4.93735 3.81728
C 3.74207 -6.09653 3.15150
C 3.14340 -6.29411 1.91695
C 2.40882 -5.31501 1.27218
C 0.00163 -2.08661 3.09322
C -0.46333 -0.82180 3.54685
C -1.15340 -0.68091 4.74691
C -1.32522 -1.83576 5.55929
C -0.92307 -3.08610 5.10470
C -0.22107 -3.19864 3.90913
H -0.07254 -2.72491 -3.75677
H -1.60406 -3.16682 -4.54959
H -1.15257 -3.90355 -2.96712
H -2.92499 -4.37067 -2.53114
H -4.68576 -6.00601 -2.86342
H -7.05511 -5.24633 -3.30463
H -7.38715 -2.87010 -4.13273
H -5.50203 -1.31002 -3.99306
H -5.78714 -1.22528 -1.28133
H -7.67733 0.19673 -0.65529
H -7.56699 2.65022 -0.96483
H -5.55400 3.69142 -2.11263
H -3.63028 2.30564 -2.56930
H 3.97774 0.54617 -4.00386
H 3.10785 -0.82799 -3.27831
H 4.59329 -0.27040 -2.58974
H 5.48076 1.91327 0.43667
H 7.71849 2.93103 0.25218
H 8.27479 4.38542 -1.65919
H 6.94576 3.98651 -3.79855
H 4.70003 2.99996 -3.63339
H 3.41427 2.41042 2.04532
H 3.27196 4.36112 3.75884
H 2.64173 6.56277 2.99793
H 2.18428 7.00978 0.55164
H 2.01217 5.06837 -0.98533
H 2.91843 -4.10415 -1.14501
H 1.92961 -3.08322 -2.23505
H 1.22415 -4.51937 -1.40302
H 2.55139 -3.00111 3.73990
H 3.72486 -4.81673 4.82785
H 4.28209 -6.90711 3.59829
H 3.21678 -7.21814 1.38753
H 1.94318 -5.63761 0.34982
H -0.25886 0.00255 2.85946
H -1.50230 0.28215 5.07517
H -1.81006 -1.80244 6.51483
H -1.23625 -3.96375 5.65775
H 0.22087 -4.14768 3.64190
N -0.06528 2.16120 2.67097
N -0.43733 3.58161 2.86503
C -1.12024 4.23472 1.89764
N -1.65931 5.42929 2.10082
N -1.02798 3.67077 0.70143
N -1.59667 4.12039 -0.50836
O -1.94848 5.24609 -0.76876
O -1.75004 3.14169 -1.29092
H -0.33246 1.63343 3.51667
H 0.94816 2.21395 2.55337
H -0.56961 3.85697 3.86685
H -1.77013 5.77284 3.03569
H -1.91883 6.03791 1.34592
I -4.05428 1.56891 2.41120
C -2.89349 0.28172 1.31782
H -2.51290 -0.51210 1.97267
H -3.53722 0.05056 0.49333

***

3.
119
Properties=species:S:1:pos:R:3 method="wB97M-V/def2-TZVPD" total_charge=-1 gap_ev=6.1 e_homo_ev=-5.03 mol_weight_g_mol=1352.8 energy_ha=-9036.492227 e_above_lowest_kcal_mol=73.5
Bi 0.18358 -0.00784 1.68263
O -1.74553 -0.82842 0.70313
C -2.68890 -1.51210 1.24477
C -2.66719 -2.19521 2.47920
C -3.73124 -3.06164 2.68847
C -3.57414 -4.11430 3.55494
C -2.51164 -4.22176 4.43352
C -1.57335 -3.27692 4.37720
C -1.49710 -2.35334 3.30779
O -0.42007 -1.62083 3.18909
N -4.70703 -5.08101 3.69957
O -4.44152 -6.04913 4.47196
O -5.78529 -4.96673 3.11412
H -3.68803 -1.54533 0.75148
H -4.68180 -2.90723 2.17039
H -2.52761 -5.11773 5.11172
H -0.78308 -3.20634 5.11586
C -2.98350 -2.89892 -3.04807
P -1.44817 -1.84156 -3.28527
C -1.95602 -0.74999 -4.64997
N -2.32435 -1.39046 -5.75863
C -2.61452 -0.54900 -6.83427
C -3.14041 -1.10330 -7.99225
C -3.31406 -0.29375 -9.10785
C -2.95529 1.05164 -9.07046
C -2.45051 1.64928 -7.96808
C -2.27130 0.87197 -6.78710
N -1.88141 1.47445 -5.63578
C -1.70144 0.66097 -4.57394
P -1.31032 1.55936 -3.06056
C -0.44060 3.03140 -3.66284
C -2.95773 2.28606 -2.40496
C -2.76998 2.79859 -0.98497
C -4.14877 1.29661 -2.38152
C -3.39133 3.40744 -3.36034
C 0.01262 -2.95102 -3.95552
C -0.71196 -3.96515 -4.85410
C 0.64733 -3.63000 -2.72285
C 1.00730 -2.09880 -4.76546
H -3.51807 -3.06964 -4.00308
H -3.66218 -2.46716 -2.33316
H -2.71941 -3.92936 -2.74945
H -3.36916 -2.17918 -7.96273
H -3.68251 -0.71648 -10.04627
H -3.06350 1.61779 -9.99965
H -2.08877 2.65613 -7.98631
H -0.69621 3.28675 -4.67490
H 0.60294 2.74501 -3.68399
H -0.56499 3.92638 -3.02073
H -2.63709 1.93937 -0.33788
H -3.73616 3.19330 -0.65521
H -1.98609 3.58281 -0.88291
H -3.94069 0.38017 -1.74177
H -4.48909 0.96203 -3.38144
H -5.04110 1.81072 -1.97591
H -2.63594 4.20660 -3.33940
H -4.39428 3.77908 -3.11658
H -3.34199 3.04453 -4.42830
H -1.37614 -4.70715 -4.34662
H 0.01061 -4.61249 -5.43040
H -1.33186 -3.44355 -5.61265
H -0.17128 -4.02945 -2.07940
H 1.19997 -2.84997 -2.14132
H 1.36771 -4.50986 -3.01566
H 0.81360 -2.11436 -5.82423
H 1.96856 -2.56580 -4.61656
H 1.04607 -1.07637 -4.38524
S 2.12842 -1.55019 0.60921
C 3.03821 -1.98793 2.04917
C 3.93082 -3.06320 1.85878
C 4.71763 -3.53634 2.89095
C 4.82714 -2.84936 4.08938
C 4.03958 -1.69329 4.27220
C 3.11003 -1.34840 3.31730
As 2.21753 0.38793 3.59013
C 1.42155 0.23716 5.35616
C 1.25361 -0.93693 6.11166
C 0.68362 -0.84874 7.35651
C 0.40311 0.38784 7.95708
C 0.54793 1.56185 7.19116
C 1.02050 1.48562 5.86654
C 3.85424 1.45479 3.91164
C 3.93791 2.46038 4.91599
C 5.11578 3.13431 5.18309
C 6.30111 2.71513 4.58617
C 6.23727 1.66152 3.64962
C 5.04894 1.07333 3.23186
H 3.91514 -3.60884 0.93188
H 5.14363 -4.54235 2.80299
H 5.41219 -3.24645 4.92214
H 4.14073 -1.10189 5.19105
H 1.43750 -1.93939 5.69347
H 0.50367 -1.78220 7.89944
H 0.10851 0.47096 9.00852
H 0.26252 2.54282 7.55031
H 1.08911 2.38877 5.23667
H 3.03904 2.77178 5.38347
H 5.08187 3.96310 5.86983
H 7.24620 3.17317 4.91142
H 7.17811 1.28697 3.22003
H 5.00340 0.34165 2.44269
O 1.22255 0.35886 -2.34836
H 2.15834 0.38071 -2.64689
H 1.23813 0.81963 -1.45603
Se -2.35372 1.55866 2.93513
C -1.64029 2.59189 4.25550
N -1.24357 3.26509 5.14345
F 3.23262 6.82341 0.19903
C 2.88423 5.54676 0.28176
C 3.35457 4.56889 -0.53844
F 4.33333 4.73809 -1.45569
C 3.00908 3.23082 -0.37603
F 3.75752 2.33633 -1.04275
C 1.90782 2.80358 0.34397
O 1.36977 1.60851 0.12352
C 1.39021 3.83166 1.16956
F 0.40288 3.39290 1.99988
C 1.81242 5.17208 1.09554
F 1.14898 6.09874 1.79909

***

4.
110
Properties=species:S:1:pos:R:3 method="wB97M-V/def2-TZVPD" total_charge=+1 gap_ev=7.2 e_homo_ev=-9.49 mol_weight_g_mol=955.3 energy_ha=-3360.329374 e_above_lowest_kcal_mol=0.0
C -0.00566 -0.54187 5.53594
C 1.34589 -0.76657 5.26731
C 2.04726 0.08666 4.41342
C 1.34072 1.11540 3.79950
O 1.91787 1.79686 2.70393
P 2.26990 1.10838 1.27024
O 3.11375 2.30448 0.56475
C 3.44746 3.56356 1.07869
C 4.80696 3.84506 1.18459
C 5.18269 5.08037 1.71059
C 4.20190 6.00237 2.09103
C 2.84237 5.70047 1.95112
C 2.44778 4.46750 1.42659
O 3.42756 0.05004 1.69342
C 4.66071 -0.18036 1.08036
C 5.68471 -0.62764 1.91080
C 6.96869 -0.75523 1.37585
C 7.19131 -0.47941 0.02367
C 6.13268 -0.09937 -0.80301
C 4.84456 0.05049 -0.27534
Pd 0.59963 0.26687 0.00383
P -1.54052 0.79928 0.61501
O -2.12986 0.07607 1.96859
C -3.40403 0.12259 2.57672
C -4.00452 -1.08660 2.91061
C -5.32441 -1.07221 3.36769
C -5.99004 0.14229 3.55573
C -5.33608 1.34773 3.29738
C -4.01484 1.34452 2.84067
O -1.90106 2.38874 0.79495
C -2.68643 3.16464 -0.07488
C -3.71126 3.90882 0.50042
C -4.68352 4.45599 -0.33899
C -4.56526 4.32458 -1.72341
C -3.46319 3.66671 -2.27798
C -2.49142 3.09845 -1.45012
O -2.67340 0.38461 -0.48702
C -3.54981 -0.70514 -0.46325
C -4.90741 -0.42052 -0.59257
C -5.80998 -1.47104 -0.41864
C -5.34471 -2.76681 -0.19923
C -3.97538 -3.03551 -0.15510
C -3.05674 -1.99419 -0.31276
C 0.61652 -1.49438 -1.27190
C 1.54900 -2.45960 -0.64845
C 1.06886 -3.19807 0.44457
C 1.89138 -4.10919 1.10531
C 3.21690 -4.27885 0.68296
C 3.70079 -3.54775 -0.41133
C 2.87066 -2.65046 -1.09270
C 0.99445 -0.46067 -2.13180
C 0.09344 0.06419 -3.22350
C 0.01182 1.40179 4.09640
C -0.66983 0.54408 4.96184
H -0.55137 -1.21454 6.20015
H 1.86498 -1.61641 5.71316
H 3.10535 -0.06244 4.20265
H 5.52048 3.08622 0.86220
H 6.24459 5.30667 1.80907
H 4.50284 6.96915 2.50624
H 2.07792 6.42090 2.24122
H 1.39911 4.21372 1.27534
H 5.45972 -0.85459 2.95477
H 7.78700 -1.07245 2.02476
H 8.20134 -0.57130 -0.38964
H 6.29768 0.09027 -1.86613
H 4.00370 0.31299 -0.92025
H -3.45061 -2.01589 2.77658
H -5.82736 -2.01664 3.58348
H -7.02529 0.14822 3.90959
H -5.83547 2.30665 3.45223
H -3.46052 2.26687 2.68168
H -3.75953 4.00872 1.58323
H -5.52769 4.98555 0.10589
H -5.33263 4.74422 -2.37859
H -3.34919 3.58984 -3.35999
H -1.60441 2.61332 -1.86056
H -5.22054 0.60623 -0.78527
H -6.88068 -1.26602 -0.47299
H -6.05491 -3.58295 -0.04821
H -3.60017 -4.04825 -0.00313
H -1.98000 -2.16410 -0.28426
H -0.44136 -1.79360 -1.23305
H 0.03977 -3.00790 0.76509
H 1.48550 -4.67216 1.95084
H 3.86786 -4.96576 1.22747
H 4.74025 -3.68426 -0.72906
H 3.23648 -2.09464 -1.96145
H 2.05308 -0.26247 -2.28783
H -0.86132 0.39439 -2.77805
H 0.60730 0.89847 -3.68552
H -0.47836 2.24742 3.61557
H -1.72136 0.73452 5.16998
C -0.37173 -0.27769 -5.64809
C -0.10594 -1.46139 -6.56590
N -0.36146 -2.56317 -5.66844
C -0.10824 -3.97612 -5.81093
C -0.39536 -4.49877 -4.40780
N -0.42357 -3.28889 -3.59346
C -0.35695 -2.18537 -4.38638
N -0.19088 -0.84312 -4.29798
H 0.29777 0.57302 -5.79268
H -1.40379 0.07979 -5.76414
H -0.78645 -1.51868 -7.41696
H 0.93090 -1.46467 -6.93659
H -0.76274 -4.37319 -6.59703
H 0.94434 -4.17154 -6.07896
H -1.35745 -5.01548 -4.37037
H 0.37756 -5.18478 -4.06310
H -0.70706 -3.28001 -2.62083